1.
DFT (wB97M-V/def2-TZVPD) results for a molecular structure, C37H36N5PPtS3.

Structure (XYZ):
```
83
Properties=species:S:1:pos:R:3:forces:R:3:mulliken_charge:R:1
Pt -0.799831 -0.044850 0.797015 0.15 -1.90 -0.77 1.23
S 0.227005 -2.175960 1.654419 -0.39 1.72 0.06 -0.35
S -3.108617 -3.314877 2.125382 0.00 0.10 0.03 0.07
S -3.272471 -0.346036 1.552188 0.53 0.16 -0.14 -0.34
P 1.275576 1.731349 0.571716 0.28 -1.81 -0.21 0.56
N 0.087153 -2.437549 -1.015945 0.37 -0.56 -0.94 -1.60
N -4.403824 -1.656789 3.547800 -0.06 0.04 0.04 -0.21
N -1.967557 0.932106 -0.753141 0.36 0.28 1.05 0.46
N 1.470739 -3.875920 0.049425 -0.07 0.00 0.32 -0.36
N -0.658129 -1.331092 -0.976996 -0.57 0.87 0.83 1.55
C -1.441737 -1.058778 -1.965299 0.16 -0.52 -0.27 0.59
C -4.710080 -2.886978 4.272828 -0.13 -0.18 0.05 -0.61
C -2.117652 -3.306553 -2.731559 -0.21 0.04 -0.01 -0.27
C -2.146236 0.215050 -1.880724 -0.22 0.04 0.06 0.54
C 3.905474 0.254472 3.341180 0.01 0.06 -0.04 -0.84
C 3.991427 5.412545 0.379369 -0.03 -0.05 -0.02 -0.72
C 2.267337 3.244463 0.436449 -0.62 0.53 0.01 0.85
C -3.650970 1.884577 -2.710557 0.04 -0.01 0.06 -0.93
C 3.397894 0.920288 2.242026 0.03 0.13 0.16 -0.90
C 2.429299 -0.429002 -2.797284 -0.04 -0.08 0.01 -0.77
C -2.635518 2.073184 -0.569185 0.01 0.08 0.08 -0.29
C 3.165733 5.207033 1.474309 0.00 0.02 0.04 -0.80
C -3.628563 -1.715523 2.486998 0.13 -0.34 0.14 0.51
C 0.612054 -2.846039 0.085791 -0.22 0.25 -0.04 0.44
C 1.637954 0.199306 -3.742467 -0.04 -0.02 -0.01 -0.88
C 3.272863 -0.817594 -0.476534 -0.05 0.09 -0.08 -1.69
C -2.380483 -4.229462 -3.728842 0.01 0.02 -0.03 -0.81
C 3.936935 4.549841 -0.706392 0.07 0.03 0.05 -0.92
C 1.669629 -0.267666 4.068448 -0.14 0.06 0.08 -0.58
C -2.169311 -3.893703 -5.060096 0.00 0.01 0.03 -0.57
C 1.514412 0.938601 -1.061344 0.24 0.21 -0.11 1.00
C 3.035691 -0.354657 4.245318 -0.01 0.07 0.03 -0.84
C -1.471079 -1.691410 -4.397041 0.09 0.01 0.06 0.08
C -1.682158 -2.023320 -3.060607 0.17 0.02 -0.12 -0.47
C 3.067697 3.474135 -0.684760 0.04 -0.14 0.00 -0.90
C 1.359612 3.982115 2.703526 0.15 0.00 -0.01 -1.52
C -3.480127 2.590897 -1.530102 -0.02 0.01 -0.08 -0.86
C 2.376422 -0.096820 -1.444120 0.08 0.17 0.05 0.36
C 1.134922 0.407163 2.966861 0.38 -0.03 -0.17 -0.19
C -3.003320 0.670100 -2.871898 -0.02 0.13 0.00 -0.77
C 0.721556 1.577827 -2.023912 0.13 0.01 0.05 -0.53
C 2.273753 4.142892 1.517632 -0.06 -0.05 -0.04 0.91
C -1.703912 -2.629643 -5.390606 0.00 0.01 -0.05 -1.05
C 2.021617 0.952415 2.025806 -0.13 -0.02 -0.24 1.38
C 0.762845 1.204107 -3.353820 0.04 0.04 0.00 -1.02
C -0.315330 0.544555 2.785670 -0.50 0.62 -0.17 -0.91
C -3.954230 -4.032493 3.581414 0.15 0.05 -0.18 -0.51
H -4.804378 -0.777201 3.843391 0.09 0.05 -0.04 0.26
H -2.282347 -3.572282 -1.695147 0.03 0.01 0.01 0.52
H 3.036381 2.798046 -1.527855 -0.01 0.02 -0.01 0.45
H -1.519864 -2.375285 -6.425691 -0.01 0.02 0.00 0.44
H 1.131556 4.951770 3.142223 -0.05 0.00 -0.03 0.58
H 4.575151 4.712512 -1.563961 -0.03 -0.01 -0.02 0.48
H 4.067039 1.391823 1.533450 0.01 0.02 0.02 0.65
H -0.903277 0.010660 3.526431 -0.06 -0.10 -0.12 0.53
H 1.830172 3.373732 3.478906 -0.04 -0.02 0.01 0.34
H -1.086562 -0.712453 -4.656700 -0.03 0.00 -0.01 0.51
H -2.748712 -5.212784 -3.469523 0.02 -0.01 0.00 0.44
H -4.395825 -2.778037 5.310021 -0.01 0.02 -0.01 0.30
H -0.655113 1.573388 2.696677 0.01 0.04 0.51 0.41
H -3.193763 -4.476205 4.217470 -0.05 0.01 0.05 0.32
H 4.974739 0.208230 3.497115 0.00 -0.05 -0.01 0.48
H 4.665377 6.258492 0.366057 0.01 0.00 0.01 0.40
H -2.487365 2.570855 0.379413 0.04 0.02 -0.02 0.50
H 0.996654 -0.697453 4.800458 0.02 -0.05 -0.01 0.47
H -4.621456 -4.813676 3.228925 -0.02 0.00 0.04 0.37
H 3.122567 -1.197870 -3.115875 -0.04 -0.05 0.03 0.48
H 1.655113 -4.336107 -0.826442 -0.08 -0.03 0.00 0.25
H -4.291061 2.272705 -3.491134 -0.05 -0.06 0.01 0.50
H 1.709944 -0.088680 -4.783150 0.00 -0.02 0.00 0.42
H 4.143499 -0.202842 -0.239889 0.01 -0.03 0.06 0.37
H -5.784825 -3.064567 4.260120 0.00 0.05 -0.02 0.33
H 0.418440 3.506261 2.417506 -0.03 0.04 0.05 0.11
H 3.203645 5.894745 2.309970 -0.03 0.02 -0.01 0.51
H -3.165208 0.070026 -3.754187 0.03 -0.03 0.01 0.75
H 1.814510 -4.275310 0.904540 0.09 -0.03 -0.06 0.22
H 3.639327 -1.746364 -0.910040 -0.03 -0.01 0.00 0.47
H -2.365662 -4.617155 -5.839654 0.00 -0.01 0.00 0.42
H -4.000475 3.519944 -1.348846 0.05 0.03 0.02 0.50
H 0.131494 1.699485 -4.080651 0.05 0.07 -0.01 0.57
H 0.090366 2.407068 -1.718429 -0.06 -0.02 -0.07 0.54
H 3.432473 -0.882421 5.102222 0.01 0.02 0.01 0.42
H 2.752983 -1.039351 0.453943 0.07 -0.08 0.02 0.14
```
Positions in Å, forces in eV/Å.

Energy relative to the best compared isomer or geometry (same formula, charge and spin) (eV): 2.869
Orbital gap (spin up / spin down) (eV): 5.56 / 5.56
Multiplicity: 1
E_LUMO (spin up / spin down) (Eh): -0.2741 / -0.2741
E_HOMO (spin up / spin down) (eV): -13.0 / -13.0
Charge: +2

---

2.
DFT (wB97M-V/def2-TZVPD) results for a molecular structure, C37H36N9O3SeSiTi.

Structure (XYZ):
```
88
Properties=species:S:1:pos:R:3:forces:R:3:mulliken_charge:R:1
Se 4.562641 -0.832885 -2.524820 -0.03 0.09 -0.04 0.21
Ti -0.166642 0.384980 0.084942 -0.31 -0.06 0.07 -1.52
Si -1.294092 -2.177711 2.389358 0.01 -0.07 0.02 -0.16
O 2.817908 -2.243991 0.378746 -0.10 -0.12 0.04 -0.47
O 1.341847 1.051512 -1.312654 -0.12 -0.04 -0.21 0.18
O 1.226539 -1.029375 -0.215952 0.13 0.24 0.04 -0.04
N -1.193644 -1.296478 0.884864 0.07 0.05 -0.04 0.83
N -1.421838 -0.839311 -1.279055 -0.02 0.09 0.18 1.64
N -0.899205 1.984347 -0.940997 -0.07 -0.04 -0.05 1.16
N 2.797852 -0.927333 -2.731509 0.00 0.02 0.02 -0.63
N -1.635088 1.269572 1.278434 0.20 0.02 -0.01 0.61
N -1.800678 4.185018 9.715609 0.00 0.00 0.00 -0.54
N 1.699463 -1.909576 0.646576 0.02 -0.06 0.01 0.07
N 1.001425 1.117919 1.657232 0.01 -0.12 -0.13 1.51
N 4.790250 -2.577929 -2.492027 0.02 -0.09 0.06 -0.84
C 3.597364 -3.127700 -2.593477 -0.08 0.11 -0.05 0.94
C -2.788349 1.672824 0.494330 -0.07 -0.05 -0.06 -0.36
C -1.737400 1.734379 5.566914 0.01 -0.02 -0.03 -0.02
C -3.005023 3.030518 -1.676011 0.00 0.01 0.03 -1.02
C -2.144210 2.635688 -0.512450 0.01 -0.03 -0.03 0.82
C 1.152608 -2.724267 -2.818190 0.02 -0.04 0.01 -0.13
C -2.988669 -1.876304 3.143393 0.01 0.00 -0.01 -1.09
C -2.383351 3.507089 -2.760400 0.00 0.01 -0.01 -0.65
C 0.681263 1.608914 2.921906 -0.03 0.05 0.00 0.41
C -2.797866 -2.630369 -0.465006 -0.06 -0.07 -0.03 -0.90
C 2.351141 0.972118 1.638967 0.00 0.00 0.01 -0.60
C -3.046064 2.416158 2.648519 -0.06 0.02 0.00 -0.80
C -1.598581 3.806522 8.649642 0.00 -0.01 -0.01 -0.07
C -3.693669 2.326417 1.483898 0.08 0.00 0.08 -1.39
C 2.077036 -4.975127 -2.648110 0.03 -0.04 0.00 -0.65
C -0.853499 2.411824 4.726298 0.04 0.07 0.02 -0.08
C 1.122404 2.154073 -2.192765 0.03 0.05 0.05 -1.03
C 0.972678 -4.063587 -2.774403 -0.03 0.05 0.00 -0.52
C -1.470863 -0.022367 -3.566641 -0.02 -0.04 0.02 -0.97
C -0.942205 3.423336 -2.859161 0.00 -0.03 0.01 -0.86
C -0.224970 3.563591 5.203625 0.00 -0.02 -0.01 -0.13
C -1.714727 1.809037 2.471835 0.01 -0.08 0.00 -0.56
C 1.878852 1.731033 3.676030 0.03 -0.01 -0.01 -0.94
C 2.921875 1.342804 2.854909 -0.01 0.01 0.04 -1.64
C -1.984868 2.186064 6.850309 -0.03 0.00 0.05 -1.03
C -0.463788 4.022359 6.485930 -0.01 0.01 0.02 -1.07
C -2.896847 -1.931158 -2.770775 0.02 0.02 -0.01 -1.08
C -1.817264 -1.632745 -0.246863 0.15 0.11 0.01 0.76
C 2.483231 -2.209201 -2.728386 0.08 -0.03 0.00 0.57
C -1.346035 3.332643 7.315189 0.01 0.00 -0.03 0.58
C -1.952171 -0.962671 -2.505838 0.03 -0.04 -0.08 0.09
C -0.613361 1.914901 3.353602 -0.03 -0.03 -0.02 1.11
C -0.303611 2.574284 -2.013173 0.00 0.10 -0.02 0.20
C -3.317114 -2.764296 -1.725519 0.02 0.00 0.05 -0.99
C -1.037234 -4.011783 2.076071 -0.03 0.01 -0.01 -1.21
C 3.352911 -4.538104 -2.564053 0.01 -0.01 0.00 -0.79
C 0.009202 -1.640131 3.603156 -0.03 0.03 -0.01 -0.80
H -3.140645 -0.808235 3.325767 0.01 0.00 0.00 0.20
H -1.748118 -0.384431 -4.555375 0.00 0.00 0.00 0.54
H 0.446816 4.107301 4.552263 0.00 0.00 0.00 0.58
H 0.022225 4.917936 6.848677 0.00 0.00 0.00 0.45
H -0.031130 -4.466318 -2.827183 0.00 -0.01 0.00 0.46
H -1.865533 3.535782 0.066647 0.01 0.01 -0.02 0.41
H -0.414051 3.851642 -3.699524 0.00 0.01 0.00 0.41
H -3.231167 0.822962 -0.035546 -0.04 0.01 0.03 0.23
H 1.007438 -1.875855 3.233608 0.01 0.02 -0.01 0.22
H 1.781414 0.301069 -1.784211 0.11 -0.01 0.09 -0.06
H -0.030236 -0.578635 3.840872 0.00 -0.01 0.01 0.10
H 1.867572 -6.036396 -2.615390 0.01 0.00 0.00 0.38
H 1.339204 1.857619 -3.220019 0.00 -0.02 0.01 0.42
H 4.193772 -5.209314 -2.459581 -0.01 -0.01 0.00 0.44
H -4.683736 2.692700 1.258980 0.00 0.02 -0.01 0.49
H -0.150773 -2.193339 4.533555 0.01 -0.01 -0.01 0.51
H 1.941570 2.054024 4.701742 -0.01 0.00 0.00 0.67
H -2.221547 0.832869 5.209947 0.00 0.00 0.00 0.41
H 0.322088 -2.039927 -2.892765 -0.01 0.00 -0.01 0.34
H -4.067069 -3.522543 -1.916755 0.00 0.00 0.01 0.42
H -0.385799 0.085259 -3.522118 0.00 0.01 -0.01 -0.04
H -3.124929 -3.259303 0.349053 0.00 0.00 -0.01 0.36
H -1.930715 -4.531072 1.726782 0.01 -0.01 -0.01 0.35
H -2.665020 1.652819 7.500688 0.00 -0.01 -0.01 0.47
H 3.971696 1.310800 3.095437 0.00 0.00 0.00 0.49
H -2.948922 3.886273 -3.603336 0.00 -0.01 0.00 0.40
H -3.389543 2.885434 3.557264 0.00 -0.01 0.00 0.67
H -4.083917 3.000151 -1.585317 0.00 -0.03 -0.02 0.39
H 2.854130 0.596039 0.762912 -0.03 -0.01 -0.01 0.64
H -0.245413 -4.151122 1.336369 0.00 0.00 0.00 0.31
H -0.714966 -4.500379 2.998742 -0.01 0.01 0.01 0.40
H -1.909181 0.964331 -3.417092 0.01 0.02 0.01 0.10
H -3.099366 -2.402754 4.094674 -0.01 0.00 0.00 0.43
H -3.303258 -2.034670 -3.766394 0.01 0.01 0.00 0.55
H 1.796492 2.967042 -1.911920 0.02 -0.02 -0.01 0.38
H -3.791313 -2.209146 2.481100 -0.01 0.00 0.01 0.35
```
Positions in Å, forces in eV/Å.

Energy relative to the best compared isomer or geometry (same formula, charge and spin) (eV): 0.000
Orbital gap (spin up / spin down) (eV): 6.07 / 5.90
Multiplicity: 2
E_LUMO (spin up / spin down) (Eh): -0.0306 / -0.0549
E_HOMO (spin up / spin down) (eV): -6.9 / -7.4

---

3.
DFT (wB97M-V/def2-TZVPD) results for a molecular structure, C37H37BCrF2N3O4S2.

Structure (XYZ):
```
87
Properties=species:S:1:pos:R:3:forces:R:3:mulliken_charge:R:1
Cr 0.315589 1.420455 0.117559 0.40 -0.11 0.11 0.97
S 1.285261 -1.064292 1.597473 -0.10 -0.33 0.10 0.49
S -0.315102 -3.663564 -3.322416 -0.12 -0.06 0.19 -0.13
F 1.761332 2.032603 -3.319350 -0.10 -0.13 -0.13 -0.28
F -0.327690 2.850793 -3.096440 -0.06 0.00 -0.07 -0.32
O 0.294370 -0.613281 0.526518 -0.01 0.28 0.09 0.49
O 0.290104 0.981861 -1.807091 -0.02 0.14 0.01 -0.84
O -6.307578 -2.893617 1.074655 0.03 -0.01 -0.01 -0.58
O -4.854769 -4.084707 -0.085013 0.02 -0.02 0.00 -0.51
N -1.871706 1.606977 0.119537 0.03 -0.07 -0.05 0.59
N 1.736901 1.694869 1.092781 -0.26 -0.03 -0.11 -1.05
N -0.046547 3.504386 0.011422 -0.05 -0.01 -0.07 0.92
C 0.616174 5.784669 -0.040594 0.00 0.01 -0.01 -0.88
C -2.909494 -1.504078 -5.453776 -0.01 -0.05 0.01 -0.53
C -3.826988 0.484660 1.056449 0.04 -0.04 0.00 -0.32
C -4.633090 -0.636310 1.132741 -0.01 0.00 0.00 -0.95
C 1.593107 -2.279268 -1.698684 -0.13 -0.08 0.00 1.20
C 0.285784 -2.131211 2.631851 -0.04 -0.01 -0.13 0.17
C -0.401809 -1.038913 -4.344797 -0.05 -0.04 -0.04 -0.32
C -1.704346 5.224301 -0.026122 0.00 0.00 -0.01 -0.91
C -1.059663 -0.038118 -5.053130 0.03 -0.09 0.08 -0.56
C -0.706609 6.188576 -0.052030 0.01 0.00 0.00 -0.42
C -2.306124 2.797402 0.039894 -0.01 0.02 -0.08 -0.36
C -2.764208 0.508017 0.157203 -0.04 0.06 0.18 -0.35
C 4.130948 1.740965 0.956299 -0.04 0.01 -0.02 1.10
C 0.064812 -3.432487 4.626770 0.00 0.00 0.00 -0.72
C -4.377968 -1.734785 0.319591 -0.02 -0.05 -0.02 0.89
C 5.344418 1.944028 1.592126 0.02 -0.02 0.01 -0.97
C 2.999262 2.165484 3.080986 -0.01 0.01 -0.01 1.07
C 2.306256 -2.336168 0.789882 0.08 0.21 -0.10 -1.24
C 1.726777 2.274299 3.870249 -0.01 0.00 0.01 -1.31
C -1.803179 -3.180212 3.129073 0.00 0.01 -0.02 -0.57
C 1.385632 -3.217361 -2.897060 -0.03 0.19 -0.06 -1.26
C -1.330412 3.893663 0.002382 0.01 0.01 0.00 0.17
C -2.257060 -2.511708 -4.766530 -0.03 -0.04 0.02 -0.77
C 0.840628 -2.635374 3.800720 0.01 0.03 0.00 -0.45
C -1.000084 -2.286553 -4.202331 0.09 0.04 0.10 0.66
C -2.311539 -0.260869 -5.601788 0.02 0.09 -0.02 -0.76
C -3.322008 -1.687787 -0.584765 0.09 0.07 -0.04 -0.60
C 4.238185 2.359952 3.670640 -0.02 -0.03 0.01 -0.91
C -1.255846 -3.704952 4.290393 0.00 -0.01 0.01 -0.60
C 5.417828 2.260326 2.943779 0.00 0.00 -0.01 -0.83
C 4.049116 1.389376 -0.501168 0.00 0.01 0.01 -0.82
C -1.032904 -2.384168 2.290869 0.02 -0.05 0.00 0.01
C 2.923257 1.872360 1.694279 0.08 -0.05 0.04 -0.19
C 1.693395 -3.074797 -0.394613 -0.25 0.09 0.12 -0.86
C 0.908260 4.428129 -0.001820 0.01 -0.03 -0.01 -0.33
C -5.270801 -2.929222 0.474110 -0.02 0.01 0.03 0.60
C -2.502133 -0.576864 -0.667314 -0.02 0.03 -0.07 -0.45
B 0.559655 1.892328 -2.710079 0.08 0.17 0.18 0.78
H 2.560899 -3.027864 1.593954 0.07 0.04 0.03 0.67
H -1.666908 -0.533132 -1.356718 -0.01 0.00 0.00 0.20
H 1.823485 -4.193155 -2.676229 0.08 0.00 -0.09 0.55
H -0.961526 7.239404 -0.077188 0.00 0.00 0.00 0.43
H 3.616658 2.199476 -1.097051 -0.01 -0.02 0.00 0.19
H 1.063471 1.428694 3.667694 0.01 -0.01 0.01 0.12
H 0.782271 -1.555704 -1.616526 0.08 0.04 -0.11 -0.78
H 3.392683 0.528902 -0.666363 0.01 -0.01 -0.01 -0.20
H -3.885118 -1.695075 -5.882166 0.00 0.00 0.00 0.40
H -2.833795 -3.388286 2.870767 -0.01 0.00 0.01 0.47
H 6.375533 2.415016 3.422684 0.00 0.00 0.00 0.40
H -0.586489 0.927366 -5.162736 0.03 0.08 -0.02 0.46
H 6.256454 1.845163 1.011980 0.00 0.00 0.00 0.38
H -3.369041 3.029581 -0.028329 0.00 -0.02 0.01 0.55
H 0.699794 -3.447431 -0.124201 0.03 -0.07 0.01 0.11
H -1.439082 -1.963442 1.380251 0.00 0.02 0.03 0.20
H -2.817816 0.528454 -6.141230 0.00 0.00 -0.01 0.40
H 1.162865 3.174189 3.603200 -0.01 -0.01 -0.02 0.21
H 5.035832 1.161879 -0.905778 0.00 0.02 -0.01 0.45
H 4.276560 2.590002 4.730778 0.01 0.00 0.00 0.38
H 1.423780 6.502223 -0.056244 0.00 0.00 0.00 0.46
H 3.212109 -1.800793 0.495781 0.02 -0.02 -0.02 0.48
H 2.503560 -1.693326 -1.860717 0.05 -0.07 0.04 0.16
H 1.863517 -2.395928 4.069582 0.00 0.00 0.00 0.48
H 1.877113 -2.851853 -3.798674 -0.03 0.08 0.00 0.49
H -2.719624 -3.487729 -4.670436 0.01 0.01 0.01 0.40
H -1.860553 -4.321732 4.942119 0.00 0.00 0.00 0.41
H 0.556452 -0.820175 -3.897157 0.07 -0.06 0.04 0.47
H 1.922429 4.052294 0.037663 0.00 0.00 0.00 0.38
H 2.325473 -3.953319 -0.554950 0.00 -0.01 -0.01 0.53
H -2.751548 5.494695 -0.028762 0.00 -0.01 0.00 0.49
H 0.486427 -3.831857 5.539622 0.00 0.00 0.00 0.40
H -3.103404 -2.510361 -1.249509 0.02 -0.12 -0.15 0.28
H -3.987859 1.322247 1.723667 0.00 0.00 -0.01 0.57
H -3.976028 -3.988217 -0.472442 -0.05 0.00 0.02 0.32
H -5.458524 -0.687529 1.829547 0.00 0.01 0.00 0.47
H 1.932555 2.307514 4.940792 0.00 0.02 0.00 0.43
```
Positions in Å, forces in eV/Å.

Orbital gap (spin up / spin down) (eV): 4.68 / 5.30
Multiplicity: 4
E_LUMO (spin up / spin down) (Eh): -0.0438 / -0.0477
E_HOMO (spin up / spin down) (eV): -5.9 / -6.6